DFT (the ωB97M-V functional and the def2-TZVPD basis) results for the molecule C6H10N2 in a non-equilibrium geometry.

Cartesian coordinates (Å):
C  -0.429  1.026  -2.652
C  -0.627  0.770  -1.150
C  0.706  0.491  -0.471
C  0.521  -0.202  0.854
C  0.260  -1.531  1.072
N  -0.039  -1.631  2.410
C  0.039  -0.382  2.925
N  0.394  0.496  2.022
H  -1.370  1.285  -3.141
H  0.317  1.818  -2.785
H  -0.034  0.140  -3.146
H  -1.244  -0.127  -1.048
H  -1.137  1.643  -0.753
H  1.273  1.396  -0.249
H  1.337  -0.137  -1.110
H  0.564  -2.341  0.433
H  -0.362  -2.490  2.818
H  -0.168  -0.223  3.972

Cartesian forces (eV/Å) of the 6 atoms listed first:
0.208 0.008 0.253
0.159 -0.182 -1.137
0.524 -0.299 0.948
-0.293 -0.152 -0.375
0.795 0.630 -0.268
0.129 -0.449 -0.691

## Properties
* E_HOMO: -8.548 eV
* E_tot: -344.1343 Eh
* Kohn-Sham gap: 9.48 eV
* net charge: 0
* structure (SMILES): CCCc1c[nH]cn1
* strongest force on any atom: 1.2 eV/Å
* 2S+1: 1
* energy relative to the best compared isomer or geometry (same formula, charge and spin): 1.5 kcal/mol